Formula: C19H24ClN5O5S2
Source: the OMol25 dataset
Level of theory: ωB97M-V/def2-TZVPD

The geometry in XYZ format:
```
56
Properties=species:S:1:pos:R:3:mulliken_charge:R:1
C -9.436 0.788 2.173 -1.09
C -8.279 -0.189 2.383 -0.27
C -7.268 -0.069 1.306 0.37
N -6.970 -0.991 0.472 -0.85
N -6.051 -0.662 -0.427 0.05
C -5.601 0.539 -0.298 0.44
N -4.674 1.163 -1.069 -0.06
C -3.706 0.641 -1.909 0.24
O -2.904 1.401 -2.399 -0.67
C -3.739 -0.839 -2.196 -0.81
C -2.304 -1.362 -2.112 -0.74
C -1.737 -0.971 -0.754 0.94
O -2.398 -0.326 0.042 -0.70
N -0.483 -1.386 -0.466 0.06
C 0.467 -1.947 -1.399 -0.80
C 1.489 -0.867 -1.781 -1.02
N 2.138 -0.336 -0.601 0.03
S 3.397 -1.269 0.021 1.33
O 3.030 -1.820 1.293 -0.66
O 3.840 -2.159 -1.011 -0.70
C 4.656 -0.013 0.281 0.28
C 4.472 1.302 -0.081 -0.44
C 5.494 2.213 0.149 -0.08
Cl 5.278 3.865 -0.294 -0.23
C 6.683 1.802 0.731 -0.75
C 6.864 0.476 1.083 -0.57
C 5.849 -0.454 0.858 0.57
O 5.903 -1.765 1.141 -0.28
C 7.072 -2.294 1.732 -0.94
C 1.202 0.148 0.396 -0.99
C 0.156 -0.914 0.748 -1.03
S -6.356 1.418 1.037 -0.25
H -10.166 0.679 2.970 0.33
H -9.926 0.593 1.222 0.33
H -9.072 1.814 2.172 0.34
H -8.644 -1.217 2.382 0.24
H -7.802 0.013 3.346 0.26
H -4.521 2.144 -0.860 0.22
H -4.136 -0.986 -3.202 0.41
H -4.384 -1.346 -1.482 0.52
H -1.703 -0.892 -2.893 0.34
H -2.286 -2.444 -2.239 0.54
H -0.030 -2.336 -2.285 0.46
H 1.001 -2.764 -0.901 0.36
H 2.269 -1.288 -2.415 0.59
H 0.992 -0.040 -2.298 0.43
H 3.545 1.606 -0.538 0.51
H 7.470 2.519 0.907 0.42
H 7.799 0.177 1.529 0.42
H 7.269 -1.836 2.706 0.37
H 7.941 -2.165 1.080 0.37
H 6.872 -3.355 1.864 0.24
H 1.774 0.418 1.283 0.51
H 0.707 1.038 -0.007 0.52
H -0.616 -0.494 1.395 0.46
H 0.650 -1.752 1.246 0.42
```

Results
Gap between HOMO and LUMO (eV): 9.51
Structure (SMILES): CCc1nnc(NC(=O)CCC(=O)N2CCN(S(=O)(=O)c3cc(Cl)ccc3OC)CC2)s1
Multiplicity: 1



Formula: C8H24FO4S4
Source: the OMol25 dataset
Level of theory: ωB97M-V/def2-TZVPD

The geometry in XYZ format:
```
41
Properties=species:S:1:pos:R:3:mulliken_charge:R:1
F -0.200 0.289 -0.812 -0.84
C -1.274 -1.458 -1.592 -0.76
S -2.255 -1.103 -3.108 0.44
O -1.674 -1.860 -4.349 -0.67
C -3.956 -1.923 -2.499 -0.90
H -1.544 -2.457 -1.249 0.40
H -1.569 -0.626 -0.952 0.20
H -0.192 -1.474 -1.722 0.27
H -4.647 -2.090 -3.326 0.34
H -4.357 -1.095 -1.916 0.31
H -3.735 -2.813 -1.910 0.25
C 0.433 -1.958 0.207 0.23
S 1.646 -1.561 1.567 0.47
O 0.862 -1.094 2.762 -0.70
C 2.010 -3.387 1.910 -1.00
H -0.405 -2.605 0.467 0.52
H 0.971 -2.264 -0.690 0.55
H 0.019 -1.014 -0.146 -0.79
H 1.065 -3.927 1.860 0.26
H 2.344 -3.454 2.945 0.38
H 2.780 -3.721 1.215 0.34
C -1.117 1.656 0.729 -0.57
S -1.797 2.421 2.278 0.37
O -3.277 2.012 2.359 -0.68
C -0.816 1.428 3.449 -0.58
H -1.751 2.049 -0.066 0.42
H -1.041 0.569 0.689 -0.04
H -0.123 2.034 0.489 0.27
H -1.415 1.288 4.349 0.38
H -0.001 2.119 3.666 0.28
H -0.495 0.408 3.241 0.08
C 3.777 3.261 -0.784 -0.96
S 2.439 2.856 -2.029 0.39
O 1.506 4.069 -1.930 -0.65
C 1.548 1.578 -0.975 -1.08
H 4.343 3.989 -1.364 0.33
H 4.433 2.396 -0.686 0.34
H 3.446 3.550 0.214 0.30
H 1.707 1.640 0.102 0.38
H 1.850 0.598 -1.346 0.40
H 0.465 1.672 -1.048 0.32
```

Results
Gap between HOMO and LUMO (eV): 8.02
Multiplicity: 1
Total charge: -1



Formula: C55H51BaN6O6P4Se
Source: the OMol25 dataset
Level of theory: ωB97M-V/def2-TZVPD

The geometry in XYZ format:
```
124
Properties=species:S:1:pos:R:3:mulliken_charge:R:1
Ba 0.658 -0.203 0.457 1.83
C -4.517 -5.050 1.688 -0.91
N -3.581 -4.023 2.040 0.36
C -2.951 -3.850 3.236 -0.42
C -2.179 -2.727 3.099 -0.85
N -2.315 -2.222 1.856 0.22
C -3.163 -3.002 1.234 -0.15
P -3.912 -2.754 -0.398 -0.65
C -4.169 -0.967 -0.234 -0.12
N -3.469 -0.158 0.518 0.12
C -4.077 1.040 0.456 -0.67
C -5.183 0.964 -0.346 -0.34
N -5.245 -0.325 -0.786 0.32
C -6.269 -0.893 -1.613 -0.87
C -2.423 -2.795 -1.444 -0.50
N -1.302 -2.134 -1.282 0.75
C -0.514 -2.448 -2.331 -0.48
C -1.169 -3.328 -3.152 -1.18
N -2.387 -3.550 -2.582 0.49
C -3.437 -4.384 -3.089 -0.87
H -4.602 -5.760 2.508 0.33
H -4.184 -5.574 0.790 0.29
H -5.498 -4.614 1.485 0.32
H -3.094 -4.521 4.059 0.44
H -1.547 -2.245 3.818 0.62
H -3.683 1.885 0.979 0.35
H -5.912 1.695 -0.631 0.46
H -6.976 -0.116 -1.899 0.32
H -6.800 -1.676 -1.067 0.33
H -5.841 -1.332 -2.517 0.26
H 0.460 -2.014 -2.438 0.51
H -0.879 -3.808 -4.065 0.45
H -3.094 -4.888 -3.990 0.30
H -4.317 -3.784 -3.328 0.28
H -3.724 -5.130 -2.348 0.30
C 2.293 -6.106 5.849 -0.46
C 1.638 -4.921 6.144 -0.60
C 1.265 -4.072 5.122 -0.43
C 1.538 -4.387 3.793 0.01
C 2.180 -5.585 3.502 0.07
C 2.555 -6.435 4.529 -0.67
P 1.054 -3.078 2.598 1.01
C 1.307 -3.958 1.018 0.62
C 2.400 -3.780 0.178 -0.36
C 2.431 -4.425 -1.047 -0.64
C 1.388 -5.248 -1.438 -0.60
C 0.289 -5.416 -0.610 -0.49
C 0.250 -4.771 0.609 -0.59
C 2.470 -1.963 2.809 0.58
C 3.708 -2.373 3.294 -0.14
C 4.697 -1.434 3.499 -0.86
C 4.430 -0.098 3.255 -0.66
C 3.191 0.289 2.777 -0.33
C 2.167 -0.622 2.535 -1.60
H 2.600 -6.770 6.646 0.36
H 1.431 -4.658 7.172 0.39
H 0.768 -3.133 5.333 0.32
H 2.403 -5.843 2.475 0.39
H 3.073 -7.356 4.301 0.38
H 3.209 -3.125 0.468 0.35
H 3.280 -4.284 -1.698 0.38
H 1.425 -5.751 -2.395 0.37
H -0.532 -6.050 -0.924 0.35
H -0.605 -4.884 1.267 0.32
H 3.913 -3.420 3.483 0.39
H 5.674 -1.741 3.849 0.33
H 5.201 0.644 3.416 0.39
H 3.028 1.339 2.579 0.58
O -1.570 2.240 -0.622 0.09
P -0.994 3.494 -1.124 0.80
C 0.443 4.261 -0.324 -1.23
P 1.868 2.840 -0.243 1.69
O 0.870 1.844 0.179 -1.39
C 2.431 3.268 -1.940 1.43
C 3.114 4.466 -2.102 -0.75
C 3.744 4.765 -3.296 -1.03
C 3.652 3.885 -4.361 -0.87
C 2.931 2.713 -4.221 -1.15
C 2.341 2.394 -3.011 -0.01
C 2.745 3.687 1.125 0.87
C 2.074 3.715 2.342 -0.65
C 2.685 4.237 3.468 -0.67
C 3.978 4.729 3.385 -0.70
C 4.652 4.698 2.175 -0.85
C 4.043 4.170 1.051 -0.48
C -2.354 4.717 -0.928 0.42
C -2.862 4.765 0.366 -0.87
C -4.023 5.457 0.646 -0.65
C -4.704 6.097 -0.381 -0.49
C -4.194 6.071 -1.667 -0.66
C -3.020 5.385 -1.941 -0.36
C -0.678 3.397 -2.914 0.21
C -1.038 2.201 -3.520 -0.97
C -0.828 2.016 -4.875 -0.54
C -0.252 3.024 -5.630 -0.59
C 0.121 4.212 -5.023 -0.83
C -0.095 4.403 -3.671 0.17
H 0.110 4.445 0.703 0.75
H 0.646 5.224 -0.796 0.38
H 3.155 5.166 -1.279 0.60
H 4.322 5.676 -3.391 0.41
H 4.155 4.109 -5.294 0.40
H 2.852 2.026 -5.052 0.52
H 1.813 1.461 -2.906 0.63
H 1.077 3.293 2.407 0.19
H 2.159 4.254 4.414 0.42
H 4.473 5.111 4.267 0.36
H 5.663 5.079 2.107 0.41
H 4.586 4.096 0.120 0.53
H -2.334 4.224 1.141 0.36
H -4.419 5.479 1.654 0.38
H -5.636 6.609 -0.174 0.37
H -4.730 6.565 -2.469 0.41
H -2.626 5.357 -2.947 0.36
H -1.474 1.425 -2.906 0.56
H -1.108 1.084 -5.346 0.42
H -0.081 2.879 -6.688 0.40
H 0.591 4.987 -5.611 0.42
H 0.196 5.329 -3.198 0.38
O 3.288 1.703 -0.192 -0.53
Se 3.342 0.183 -0.983 1.18
O 4.352 0.330 -2.188 -0.83
O 1.877 -0.246 -1.467 -0.61
O 3.844 -0.895 0.060 -0.59
```

Results
Gap between HOMO and LUMO (eV): 5.55
Multiplicity: 1
Total charge: -1



E_tot across the listed records, respectively: -71973.13667, -62927.62341, -182283.94855 eV.